Record 1
Computed, not measured: a molecular structure, C17H15BrCl4CuGeN4O3 in a non-equilibrium geometry, with wB97M-V/def2-TZVPD.

The net charge is +1. For the HOMO energy, the calculation gives -11.4 eV. The calculation puts the LUMO energy at -0.1029 Eh. The relative energy (zero: lowest compared OMol25 entry of this formula, charge and spin) comes out at 104.4 kJ/mol.

XYZ file:
```
46
Properties=species:S:1:pos:R:3:nbo_charge:R:1
Cu -1.386 0.153 -0.042 0.81
Cl 5.349 -0.021 1.488 0.05
C 3.920 -0.627 0.832 -0.08
C 3.914 -1.003 -0.515 -0.20
C 2.756 -1.330 -1.124 -0.24
C 1.604 -1.564 -0.286 0.34
O 0.386 -1.795 -0.948 -0.91
C 1.619 -1.311 1.096 -0.20
C 0.463 -1.428 2.071 0.48
O -0.695 -1.429 1.680 -0.60
C 2.829 -0.870 1.699 -0.17
H 4.771 -0.826 -1.131 0.24
H 2.547 -1.462 -2.213 0.24
H 0.707 -1.511 3.161 0.16
H 2.849 -0.582 2.743 0.24
C 2.409 3.387 1.586 -0.43
N 1.747 2.660 0.486 -0.43
C 2.285 2.931 -0.730 0.11
C 1.869 2.358 -1.855 -0.37
C 0.660 1.526 -1.730 0.49
N 0.154 1.236 -0.539 -0.73
C 0.777 1.711 0.688 0.81
O 0.519 1.255 1.765 -0.61
N 0.117 1.032 -2.823 -0.75
H 1.997 3.034 2.577 0.25
H 2.022 4.409 1.548 0.22
H 3.471 3.319 1.591 0.22
H 3.039 3.747 -0.763 0.24
H 2.248 2.661 -2.808 0.24
H 0.608 1.077 -3.730 0.42
H -0.678 0.431 -2.721 0.41
Cl 0.623 -4.002 -2.925 -0.32
Ge -0.378 -3.396 -1.264 1.66
Cl -2.435 -3.084 -1.313 -0.31
Cl 0.388 -4.535 0.387 -0.36
Br -7.583 -1.497 0.325 0.15
C -5.867 -0.841 0.391 -0.05
C -4.950 -1.482 1.210 -0.26
C -3.678 -1.112 1.117 0.05
N -3.259 -0.187 0.277 -0.58
C -4.180 0.613 -0.364 0.07
C -5.521 0.250 -0.326 -0.28
H -5.170 -2.402 1.774 0.25
H -2.832 -1.692 1.666 0.25
H -3.863 1.395 -1.030 0.22
H -6.171 0.804 -0.977 0.25
```


Record 2
Computed, not measured: a molecular structure, C24H42Cl3MnN4O3SSi in a non-equilibrium geometry, with wB97M-V/def2-TZVPD.

The net charge is -1. The multiplicity is 6. For the HOMO energy (alpha / beta), the calculation gives -3.1 / -3.1 eV. The calculation puts the LUMO energy (alpha / beta) at 0.0838 / 0.0794 Eh. The relative energy (zero: lowest compared OMol25 entry of this formula, charge and spin) comes out at 268.6 kJ/mol.

XYZ file:
```
79
Properties=species:S:1:pos:R:3:lowdin_spin:R:1
C 1.628 -1.482 -3.964 0.00
C 1.041 -0.161 -3.591 0.00
H 1.628 -1.608 -5.047 0.00
H 1.068 -2.316 -3.519 0.00
H 2.672 -1.533 -3.624 0.00
C 0.586 0.758 -4.444 0.00
C 0.360 0.520 -5.899 0.00
H 0.358 1.778 -4.102 0.00
H 0.053 -0.508 -6.132 0.00
H 1.238 0.756 -6.512 0.00
H -0.430 1.199 -6.226 0.00
Mn 2.066 -2.015 2.101 4.66
Cl 2.093 0.266 2.118 0.12
Cl -0.655 -3.089 -0.222 0.01
C -0.155 2.854 1.920 0.00
O -1.227 2.245 2.045 0.00
N -0.055 4.198 1.831 0.00
C -1.250 5.034 1.822 0.00
C 1.233 4.888 1.905 0.00
H 0.831 2.345 1.854 0.00
H -2.124 4.395 1.971 0.00
H -1.326 5.558 0.857 0.00
H -1.169 5.789 2.619 0.00
H 2.044 4.153 1.814 0.00
H 1.326 5.429 2.864 0.00
H 1.319 5.617 1.086 0.00
H -2.180 -1.108 -2.818 0.00
H -2.488 1.629 -3.315 0.00
C -3.124 -0.916 -2.300 0.00
C -3.349 1.499 -2.639 0.00
N -3.085 0.405 -1.715 0.00
H -3.246 -1.652 -1.509 0.00
C -3.066 0.588 -0.345 0.00
O -2.998 -0.316 0.481 0.00
H -3.505 2.436 -2.081 0.00
H -3.129 1.672 -0.053 0.00
H -3.933 -0.967 -3.035 0.00
H -4.230 1.275 -3.264 0.00
O -0.237 -0.641 -1.729 0.00
C 0.848 0.040 -2.044 0.00
C -0.354 2.235 -1.485 0.00
C 0.850 1.552 -1.634 0.00
H -1.249 1.617 -1.405 0.00
C -0.368 3.628 -1.482 0.00
H 1.819 -0.358 -1.656 0.00
C 2.052 2.242 -1.514 0.00
H -1.335 4.130 -1.446 0.00
C 0.837 4.344 -1.483 0.00
C 2.048 3.635 -1.447 0.00
H 2.985 1.677 -1.466 0.00
H 0.817 5.434 -1.437 0.00
H 2.982 4.186 -1.341 0.00
Si -0.100 -5.001 0.310 0.00
Cl 3.988 -2.157 0.985 0.10
C -1.593 -6.052 0.719 0.00
C 1.051 -4.927 1.855 0.03
C 0.994 -5.754 -1.016 0.00
H -2.136 -5.710 1.608 0.00
H -1.154 -7.032 0.919 0.00
H -2.276 -6.147 -0.120 0.00
H 0.498 -5.684 -1.975 0.00
H 1.259 -6.801 -0.839 0.00
H 1.909 -5.161 -1.052 0.00
H 0.955 -3.963 2.383 0.01
H 2.084 -5.059 1.482 0.00
H 0.823 -5.666 2.646 0.00
C 1.387 -2.211 5.327 0.01
N 0.660 -0.980 5.098 0.00
C 0.956 0.276 5.600 0.00
C 0.134 1.167 4.962 0.00
N -0.626 0.432 4.047 0.00
C -0.231 -0.857 4.073 0.01
S -0.390 -1.976 2.801 0.02
H 0.684 -3.051 5.257 0.00
H 2.172 -2.369 4.562 0.01
H 1.844 -2.172 6.322 0.00
H 1.737 0.441 6.341 0.00
H 0.019 2.230 5.077 0.00
H -1.164 0.849 3.269 0.00
```


Record 3
Computed, not measured: a molecular structure, C21H24BaBrN4O5S in a non-equilibrium geometry, with wB97M-V/def2-TZVPD.

The net charge is -1. For the HOMO energy, the calculation gives -4.7 eV. The calculation puts the LUMO energy at 0.0836 Eh. The relative energy (zero: lowest compared OMol25 entry of this formula, charge and spin) comes out at 51.6 kJ/mol.

XYZ file:
```
57
Properties=species:S:1:pos:R:3:nbo_charge:R:1
Ba -0.466 -0.943 0.199 1.82
C 3.367 2.062 3.816 -0.63
C 4.036 2.186 2.448 -0.22
N 3.861 1.017 1.607 -0.60
C 2.672 0.741 0.988 0.32
S 2.559 -0.868 0.403 -0.53
N 1.825 1.738 0.909 -0.50
N 0.706 1.547 0.201 -0.26
C -0.138 2.522 0.260 0.16
C 0.110 3.735 1.119 -0.68
C -1.337 2.456 -0.562 0.19
C -1.874 3.631 -1.115 -0.25
C -2.978 3.560 -1.939 -0.17
C -3.532 2.316 -2.206 -0.28
C -2.944 1.207 -1.623 0.06
N -1.898 1.265 -0.809 -0.48
H 3.410 3.017 4.344 0.19
H 3.868 1.307 4.423 0.19
H 2.327 1.758 3.705 0.26
H 5.113 2.345 2.566 0.18
H 3.627 3.039 1.908 0.21
H 4.385 0.194 1.852 0.39
H 0.380 3.371 2.112 0.26
H -0.768 4.372 1.192 0.20
H 0.960 4.315 0.753 0.22
H -1.406 4.584 -0.918 0.22
H -3.394 4.457 -2.381 0.21
H -4.389 2.205 -2.855 0.21
H -3.325 0.209 -1.817 0.20
C 1.276 -2.868 3.641 -0.64
C -0.098 -2.243 3.448 0.14
C -1.029 -2.564 4.618 -0.62
O -0.686 -2.709 2.229 -0.77
C 0.008 -0.682 3.356 0.77
O 0.706 -0.129 4.211 -0.72
O -0.669 -0.149 2.441 -0.87
H 1.198 -3.943 3.836 0.18
H 1.771 -2.391 4.483 0.24
H 1.880 -2.702 2.746 0.24
H -1.121 -3.645 4.755 0.19
H -2.016 -2.149 4.413 0.21
H -0.639 -2.122 5.534 0.22
H -0.445 -3.630 2.091 0.48
Br -4.387 -2.879 -6.282 0.01
C -3.619 -3.727 -4.747 -0.08
C -3.906 -5.060 -4.510 -0.25
C -3.351 -5.675 -3.397 -0.21
C -2.528 -4.957 -2.545 -0.18
C -2.251 -3.620 -2.795 -0.15
C -2.800 -2.998 -3.909 -0.17
C -1.357 -2.814 -1.853 0.75
O -1.185 -1.612 -2.143 -0.80
O -0.889 -3.393 -0.854 -0.78
H -4.552 -5.605 -5.185 0.22
H -3.567 -6.718 -3.201 0.21
H -2.083 -5.411 -1.669 0.24
H -2.565 -1.958 -4.089 0.24
```